ORCA calculation (wB97M-V/def2-TZVPD) on C5H6INO2 in the gas phase.

```
15
Properties=species:S:1:pos:R:3
C -2.9906 -1.8842 -0.5590
C -2.3144 0.6208 -0.6225
C 0.6778 -0.4846 1.0560
C -0.1617 0.6420 0.3184
C -3.5346 -0.5758 -1.0286
N -2.5661 -2.9047 -0.2990
O -2.5414 1.7954 -0.7190
O -1.3204 -0.0729 -0.2325
I -5.1915 0.1715 0.1577
H -0.0357 -1.2910 1.0645
H 1.5185 -0.7159 0.4337
H 0.9852 -0.2936 2.0568
H 0.4436 0.9159 -0.5979
H -0.5661 1.4884 0.9235
H -3.9308 -0.5106 -2.0890
```

Output
HOMO energy = -9.83 eV
E_tot = -697.00066 Ha
SMILES = CCOC(=O)[C@H](I)C#N
HOMO-LUMO gap = 0.354 Eh
Total charge = 0

***

ORCA calculation (wB97M-V/def2-TZVPD) on a molecular structure, C5H6KMgO2.

```
15
Properties=species:S:1:pos:R:3
C -0.3434 0.0643 0.7489
C 0.1811 0.1590 2.0325
H 1.0999 0.6983 2.2650
H -0.2936 -0.3979 2.8429
O -1.6967 -1.8766 0.9194
C -1.4341 -0.7103 0.3690
Mg -2.9056 -3.2514 0.9293
H -2.0632 -0.3688 -0.4643
C 0.2166 1.1584 -0.1965
C 1.2350 0.5312 -1.0795
O 1.2064 0.5626 -2.3005
K 2.7677 -0.1454 -4.9608
H -0.5597 1.5447 -0.8798
H 0.5415 2.0564 0.3446
H 2.0481 -0.0243 -0.5703
```

Output
HOMO energy (spin up / spin down) = -12.32 / -14.78 eV
E_tot = -1143.99953 Ha
HOMO-LUMO gap (spin up / spin down) = 0.085 / 0.174 Eh
Multiplicity = 2
⟨S²⟩ = 0.79
Total charge = +2

***

ORCA calculation (wB97M-V/def2-TZVPD) on a molecular structure, C5H6MnO4.

```
16
Properties=species:S:1:pos:R:3
O -1.6425 1.4723 1.1046
C 0.5801 0.5623 3.6974
O 0.1878 -0.0731 2.8364
O -0.5247 -2.1175 0.3960
C 0.5321 -2.0144 -0.5035
C 0.4882 -0.6955 -1.2720
O 0.3652 0.3351 -0.2812
C -0.0685 1.6089 -0.6379
C -1.0818 2.1173 0.0931
Mn -0.9971 -0.4142 1.0587
H 0.5226 -2.8280 -1.2544
H 1.5127 -2.0756 0.0152
H -0.4034 -0.6533 -1.9179
H 1.3926 -0.5248 -1.8731
H 0.5333 2.1472 -1.3694
H -1.3966 3.1532 -0.0920
```

Output
HOMO energy (spin up / spin down) = -8.00 / -8.06 eV
E_tot = -1646.03372 Ha
HOMO-LUMO gap (spin up / spin down) = 0.308 / 0.297 Eh
Multiplicity = 6
⟨S²⟩ = 8.76
Total charge = 0

***

ORCA calculation (wB97M-V/def2-TZVPD) on 2 unconnected molecules or ions with the total composition C5H6N.

```
12
Properties=species:S:1:pos:R:3
C 1.5794 -0.3472 -0.9712
C -0.3780 -0.0888 -0.3063
C -0.9512 0.3722 1.9928
C -0.0749 0.4164 1.0202
C -1.1094 -0.5228 -1.2708
N 2.5840 -0.4543 -1.5664
H -0.6191 0.8085 2.9769
H -1.8159 -0.1595 1.9072
H 0.9656 0.9452 1.0759
H -2.0562 -0.0269 -1.4187
H -0.5679 -0.9121 -2.1652
H 3.5302 -0.3382 -2.0447
```

Output
HOMO energy = -14.68 eV
E_tot = -248.43957 Ha
HOMO-LUMO gap = 0.350 Eh
Total charge = +1

***

ORCA calculation (wB97M-V/def2-TZVPD) on a gas-phase ion, C5H6N (charge +1).

```
12
Properties=species:S:1:pos:R:3
C -1.5532 -0.4547 0.4731
C -0.7862 0.6891 -0.1991
C 0.7200 0.8312 0.1181
C 1.6404 -0.1891 -0.4079
C -1.3338 -0.5767 -0.8130
N 1.2305 -0.4013 0.7371
H -2.0564 -0.4973 1.4212
H -1.2190 1.7171 -0.2186
H 1.0456 1.7475 0.6100
H 2.2396 -0.6071 -1.1880
H -1.7382 -1.1348 -1.6388
H 0.7400 -1.0542 1.3434
```

Output
HOMO energy = -14.80 eV
E_tot = -248.41227 Ha
SMILES = C1=CC1[C@@H]1C=[NH+]1
HOMO-LUMO gap = 0.338 Eh
Total charge = +1

***

ORCA calculation (wB97M-V/def2-TZVPD) on a gas-phase ion, C5H6N (charge +1).

```
12
Properties=species:S:1:pos:R:3
C -1.1052 0.6010 0.1370
C 1.7229 0.4351 0.2017
C 1.1192 -0.9863 -0.0283
C -2.4127 -0.0751 -0.5561
C 0.2530 0.1263 0.1702
N -2.2368 -0.3385 0.6021
H -1.0426 1.6824 0.4571
H 2.0299 0.6280 1.2621
H 2.0495 1.0829 -0.4711
H 1.1460 -1.4600 -0.9351
H 1.3041 -1.5897 0.7369
H -2.8274 -0.1059 -1.5765
```

Output
HOMO energy = -15.85 eV
E_tot = -248.40662 Ha
HOMO-LUMO gap = 0.353 Eh
Total charge = +1

***

ORCA calculation (wB97M-V/def2-TZVPD) on a molecular structure, C5H6N.

```
12
Properties=species:S:1:pos:R:3
C -0.3573 -0.1523 2.8952
C -0.6973 0.3701 1.7895
C -1.5870 1.0769 -2.2034
C 1.1134 -0.3655 2.4495
C 1.1348 0.1089 0.9967
N -0.0747 0.5460 0.6682
H -2.1934 1.9795 -1.7311
H -0.7330 1.3195 -2.9726
H 1.6574 0.0773 3.3146
H 1.2609 -1.4516 2.7525
H 2.0950 -0.0305 0.5169
H -1.8284 0.1414 -1.6731
```

Output
HOMO energy (spin up / spin down) = -13.77 / -12.69 eV
E_tot = -248.21309 Ha
HOMO-LUMO gap (spin up / spin down) = 0.233 / 0.132 Eh
Total charge = +1

***

ORCA calculation (wB97M-V/def2-TZVPD) on a gas-phase ion, C5H6N (charge +1).

```
12
Properties=species:S:1:pos:R:3
C -1.4951 1.0308 -0.0573
C 1.1724 -1.4155 0.6203
C 0.5038 0.6599 -0.9477
C -1.0335 -0.1489 0.5939
C 0.2533 -0.4751 0.1534
N -0.6526 1.4198 -0.9603
H -2.4994 1.5500 0.1443
H 1.9125 -1.7204 -0.0962
H 0.9763 -1.6490 1.6555
H 1.3771 1.2460 -0.5975
H 0.9906 0.2975 -1.7570
H -1.5053 -0.7950 1.2487
```

Output
HOMO energy (spin up / spin down) = -15.54 / -15.54 eV
E_tot = -248.47775 Ha
HOMO-LUMO gap (spin up / spin down) = 0.286 / 0.286 Eh
Total charge = +1

***

ORCA calculation (wB97M-V/def2-TZVPD) on a gas-phase ion, C5H6N (charge +1).

```
12
Properties=species:S:1:pos:R:3
C -0.5785 1.2395 0.3538
C 0.4868 0.1522 0.1560
C -0.6899 0.0923 1.1606
C -0.7513 0.0929 -0.4605
C 1.8877 -0.1548 0.0114
N -1.8014 -0.7943 -0.4009
H -0.5788 2.2675 0.3346
H 2.3976 0.1374 0.9777
H 2.3308 0.3434 -0.8860
H 1.8614 -1.2223 -0.1588
H -1.7544 -1.8130 -0.7218
H -2.8101 -0.3407 -0.3662
```

Output
HOMO energy = -15.46 eV
E_tot = -248.34699 Ha
HOMO-LUMO gap = 0.340 Eh
Total charge = +1

***

ORCA calculation (wB97M-V/def2-TZVPD) on a gas-phase ion, C5H6N (charge +1).

```
12
Properties=species:S:1:pos:R:3
C 1.7938 0.4962 -0.1027
C -1.7514 -0.3799 0.0951
C 1.0793 -0.8240 0.1745
C 0.2881 0.2586 -0.1136
C -0.8289 -0.0801 -0.9912
N -0.9283 0.8121 0.3076
H 2.1548 1.0909 0.6808
H 2.3469 0.3469 -1.0053
H -2.8915 -0.4018 -0.0438
H -1.4378 -1.1691 0.6929
H 1.1660 -1.9542 0.1013
H -0.9910 1.8044 0.2046
```

Output
HOMO energy (spin up / spin down) = -14.06 / -14.50 eV
E_tot = -248.29850 Ha
HOMO-LUMO gap (spin up / spin down) = 0.281 / 0.317 Eh
Total charge = +1

***

ORCA calculation (wB97M-V/def2-TZVPD) on a molecular structure, C5H6N.

```
12
Properties=species:S:1:pos:R:3
C 0.8179 1.9126 -0.7144
C -1.4017 -1.0587 1.3525
C -0.7362 -0.1955 0.5181
C 1.1295 0.0691 -1.1918
C 0.5156 -0.4639 -0.0664
N 0.3187 2.9145 -0.5584
H -2.4576 -0.8849 1.5534
H -1.0841 -1.9648 1.7991
H -1.2978 0.6478 0.1638
H 2.3137 -0.0707 -1.1248
H 0.7938 0.2498 -2.1659
H 1.0881 -1.1554 0.4348
```

Output
HOMO energy = -16.53 eV
E_tot = -248.41114 Ha
HOMO-LUMO gap = 0.313 Eh
Total charge = +1

***

ORCA calculation (wB97M-V/def2-TZVPD) on a gas-phase ion, C5H6N (charge +1).

```
12
Properties=species:S:1:pos:R:3
C -2.2080 -0.2090 -0.2269
C 0.5211 -0.9860 0.1340
C 0.2739 0.4980 0.5793
C -0.9387 -0.0755 0.0399
C 1.8119 -0.5839 -0.3690
N 1.4620 0.8564 -0.2397
H -2.3205 -1.2850 -0.6353
H -2.9662 0.6556 -0.3840
H 0.2014 -2.0390 0.2855
H 0.4295 0.5513 1.7043
H 1.4084 1.3683 -1.1290
H 2.3252 1.2487 0.2409
```

Output
HOMO energy = -14.19 eV
E_tot = -248.33261 Ha
HOMO-LUMO gap = 0.337 Eh
Total charge = +1